# C44H68BN6NdS3

C44H68BN6NdS3 as an isolated structure at a distorted geometry (ωB97M-V/def2-TZVPD, the Open Molecules 2025 dataset).

Geometry as XYZ:
```
123
Properties=species:S:1:pos:R:3:forces:R:3
Nd 0.001075 0.809129 -1.725965 0.0334 0.4140 -1.9577
C -0.217222 -4.907904 -1.020200 -0.1166 0.0291 -0.9768
C -0.448234 -3.950205 0.128148 -0.9750 -1.2737 0.2370
C -1.103116 -4.346989 1.265684 0.0144 1.1891 -0.4022
C -1.712699 -3.347710 2.106664 0.2652 -1.1628 1.2620
N -1.464625 -2.086410 1.988248 0.2165 0.0912 -1.5411
N -0.675890 -1.733323 0.918518 -0.2103 0.9793 1.2043
B -0.374302 -0.229781 1.108473 -1.2397 -2.7851 0.7085
N -1.694585 0.500975 1.431366 1.9678 0.9936 -0.4863
N -1.610248 0.738107 2.752390 0.0580 -0.0161 -0.0980
C -2.614657 1.308735 3.351398 0.7009 -1.1143 0.5508
C -3.690125 1.817206 2.618784 -0.8333 0.9578 -1.1525
C -3.666608 1.804646 1.236122 0.1443 -1.4865 0.5143
C -4.762294 2.434721 0.453587 -1.2907 1.3043 0.1851
C -2.653457 0.942485 0.602622 -1.0933 0.6284 -0.1078
S -2.777471 0.429535 -1.064619 0.7368 0.3819 0.9764
C -2.505974 1.395860 4.853084 -0.7459 1.3094 0.0981
C -1.378217 0.586401 5.433924 0.9738 -0.2182 -0.3200
C -3.840735 1.004444 5.480975 -1.2935 0.2834 0.3304
C -2.241202 2.914995 5.121202 -0.5341 0.3688 0.6201
N 0.992749 0.041019 1.521850 -1.5305 0.9944 -0.6844
N 1.710371 -1.060989 1.914180 -0.2282 0.3914 -0.4329
C 2.799233 -0.797116 2.532688 1.0910 0.9023 1.3202
C 3.070353 0.548079 3.068615 0.3426 -0.6170 -0.6070
C 2.376538 1.627656 2.607887 1.2720 0.3991 1.1457
C 2.729475 3.068245 3.003551 -0.6923 -0.3695 -0.5910
C 1.468833 1.332384 1.568703 0.2034 0.3494 -0.7521
S 1.258959 2.438390 0.296337 -0.7205 -0.4169 0.6116
C 3.780685 -1.930250 2.834952 -0.9298 0.2203 -0.7721
C 3.541284 -2.974468 1.741716 0.7037 -0.5120 -1.1272
C 3.352462 -2.461591 4.225313 0.7814 -0.9580 -1.1603
C 5.213687 -1.409714 2.651777 0.8816 -1.5793 0.4527
C -0.176496 -2.568753 0.014429 0.2134 0.9949 -1.0048
S 0.741387 -1.925115 -1.297335 -0.0682 0.1993 0.2836
C -2.534799 -3.744534 3.329013 0.0912 -1.7169 0.3849
C -1.572471 -4.372583 4.384372 -0.6592 0.2635 0.4076
C -3.251995 -2.583211 3.957874 -1.3550 2.3192 -0.0418
C -3.518946 -4.917520 3.024288 0.6905 0.2873 -1.8625
H 0.225739 -5.882877 -0.697175 -0.3596 0.8748 -0.2436
H 0.451593 -4.378092 -1.749499 -0.5702 -0.9668 0.5123
H -1.225460 -5.129768 -1.560359 1.7073 0.4465 1.0304
H -1.194547 -5.395082 1.478232 -0.3858 -0.2432 0.0409
H -4.537481 2.316435 3.126368 0.7093 -0.2920 -0.3332
H -4.480850 2.619706 -0.594763 -0.2971 -0.3200 0.4017
H -5.044521 3.438845 0.903861 0.6048 -1.0603 -0.4376
H -5.738477 1.875948 0.543408 1.1530 0.1530 -0.4119
H -1.564812 -0.494055 5.334291 0.1162 0.4001 0.2805
H -1.184528 0.874544 6.481558 -0.2920 -0.3114 -0.4267
H -0.468208 0.808278 4.855109 -0.0662 -0.1547 0.3660
H -4.208510 -0.020370 5.244502 0.5169 0.5960 0.0212
H -4.623762 1.725796 5.134229 0.4410 -0.6749 0.4424
H -3.807053 1.089564 6.588963 0.1096 -0.0060 -0.6923
H -1.578064 3.383611 4.379379 -0.0333 -0.2579 0.2936
H -1.805049 2.988647 6.118652 0.2321 0.1580 -0.1144
H -3.159803 3.545005 5.197744 0.4450 -0.6480 -0.3974
H 3.963545 0.649296 3.708287 -0.7469 0.0907 -0.1806
H 3.655242 3.366294 2.480356 -0.6653 0.1766 -0.0758
H 2.967497 3.128340 4.057956 -0.0787 -0.1956 0.2676
H 1.848699 3.733515 2.801415 1.1210 -0.4165 0.0019
H 2.544516 -3.378885 1.764035 -0.5273 -0.0941 0.0979
H 4.221574 -3.852589 1.791947 -0.1968 0.7191 0.2293
H 3.674268 -2.517147 0.718106 -0.0465 -0.4062 1.0007
H 2.314279 -2.796109 4.114061 0.1727 0.0965 0.3868
H 3.478247 -1.744410 5.013123 -0.0859 0.4382 0.3980
H 3.983365 -3.332988 4.445612 -0.2299 0.1437 0.1586
H 5.294076 -0.716253 1.831586 -0.0641 0.1578 -0.5409
H 5.906264 -2.298873 2.421892 -0.9656 1.3975 0.4744
H 5.591219 -0.891852 3.525203 0.1674 -0.0365 0.2967
H -0.903106 -3.620589 4.849139 -0.0318 -0.6631 -0.4304
H -1.120612 -5.314442 4.049056 0.5206 0.5973 -0.2332
H -2.251970 -4.746450 5.153912 0.1367 0.2775 0.3189
H -2.557106 -1.728284 4.210963 -0.7214 -1.0733 -0.2829
H -3.807658 -2.853014 4.872168 0.5767 -0.2514 -0.2013
H -4.097575 -2.116381 3.327349 1.4103 -0.7748 0.3993
H -2.977465 -5.806294 2.644014 -0.1875 0.3195 0.5524
H -4.180021 -4.668241 2.197484 -0.2538 0.2608 -0.0761
H -4.146005 -5.199824 3.844875 -0.0518 -0.0158 0.6908
C 1.011022 2.639263 -3.442512 0.2084 -0.6589 -0.6848
C 1.611384 1.403570 -3.909243 -0.2423 0.1367 1.0326
C 0.562708 0.534870 -4.346070 0.8946 0.3155 -0.5375
C -0.641868 1.311054 -4.264379 -0.7996 0.7544 -0.1578
C -0.344656 2.638811 -3.843017 -0.1657 -0.9911 0.1520
C -1.264260 3.831096 -4.000127 1.0940 -0.2560 -0.9815
C -2.417518 3.465757 -4.976165 1.1177 1.5186 0.3987
C -0.424795 4.982162 -4.621271 0.2580 0.0568 -0.5187
C -1.680945 4.344925 -2.667082 -0.6030 0.7656 1.6464
C 0.585910 -0.753787 -5.196955 -0.1797 -0.2309 0.5843
C 1.719508 -1.776739 -4.928940 -0.3935 -1.5588 0.6272
C 0.610113 -0.423378 -6.671730 1.2817 0.3607 -1.2660
C -0.794225 -1.385343 -4.986609 0.3033 -1.7453 1.6352
C 3.124032 1.261649 -3.876204 1.0117 0.5733 -0.7739
C 3.642920 0.027381 -3.200175 1.5009 -2.0677 1.4236
C 3.737511 2.481895 -3.119058 0.4903 -0.5322 -1.0177
C 3.710823 1.281758 -5.320750 1.5843 0.5133 1.8519
H 1.605061 3.468524 -3.068452 -0.4585 -0.0705 -0.2104
H -1.648769 1.029628 -4.640769 1.0938 0.1287 0.3433
H -1.987824 3.203442 -5.955676 -0.3457 0.0209 0.3508
H -3.000162 4.383021 -5.053438 -0.2245 -0.0804 -0.3637
H -3.057380 2.708200 -4.596652 -0.5339 -0.8360 0.2646
H 0.199387 4.652952 -5.485094 -0.3792 0.1587 0.6875
H 0.205648 5.438575 -3.835296 -0.0398 -0.2713 -0.5617
H -1.080828 5.780824 -4.996294 0.0474 -0.2238 0.1568
H -2.172317 3.572470 -2.056320 -0.0741 0.0999 -0.0604
H -2.393861 5.176362 -2.796135 0.1580 -0.2256 0.1872
H -0.820657 4.761978 -2.062578 -0.7539 -0.5482 -0.6970
H 2.716399 -1.421017 -5.154122 -0.1687 0.2860 -0.2480
H 1.609511 -2.706908 -5.570402 -0.2479 1.1529 0.5711
H 1.766108 -2.172988 -3.869585 -0.2492 0.5853 -1.0035
H 1.560667 0.069824 -7.028926 -0.9352 -0.4115 0.5002
H -0.227582 0.210426 -6.936029 -0.1121 0.2425 -0.1241
H 0.514823 -1.360672 -7.247751 -0.0024 0.3466 0.1946
H -0.976917 -1.544973 -3.878679 -0.0609 0.3302 -0.9747
H -0.797342 -2.417287 -5.376840 -0.1234 0.4686 -0.2103
H -1.600970 -0.811048 -5.425405 -0.0535 -0.0882 -0.0387
H 3.038352 -0.312040 -2.337552 -0.0644 0.2177 -0.1370
H 4.673767 0.174219 -2.741886 -1.1177 0.0610 -0.7047
H 3.750955 -0.897794 -3.825304 -0.1295 1.1892 0.5055
H 3.265489 2.482214 -2.153200 -0.1055 0.6133 0.6410
H 3.611401 3.419455 -3.701578 -0.0364 -0.4772 0.6568
H 4.820803 2.316797 -2.958801 -0.5787 0.0958 -0.2376
H 3.519231 0.383500 -5.833330 -0.4689 -1.0058 -0.7852
H 4.843760 1.365460 -5.251753 -1.3501 0.0718 -0.0871
H 3.307336 2.126110 -5.819511 -0.1951 0.7489 -0.8282
```
Positions in Å, forces in eV/Å.

Its max |F| is 0.061 hartree/bohr. Its multiplicity is 4. As for the HOMO energy (alpha / beta): -12.718 / -12.701 eV. As for the total charge: +2. Its HOMO-LUMO gap (alpha / beta) is 5.414 / 5.423 eV.